Record 1
C31H34BrN8O3PRe as an isolated structure, computed with ωB97M-V with the def2-TZVPD basis set.

CARTESIAN COORDINATES (ANGSTROEM)
Re  -0.3139  -0.1812  0.7116
Br  -3.6673  -5.9294  6.1157
P  1.0788  -0.1545  -2.5257
O  0.7147  0.0201  -1.0564
O  -1.2289  -0.6723  2.4684
O  -0.8774  -2.2537  1.0329
N  -2.0665  0.1922  -0.3765
N  2.6869  0.1035  -2.6283
N  1.5727  -0.4919  1.5756
N  1.8690  1.7640  2.3875
N  -2.2651  2.5248  0.2220
N  0.3786  0.9112  -3.5409
N  0.5720  -1.6252  -3.0565
N  -0.1686  1.7421  1.1083
C  0.0590  5.6571  3.5679
C  -1.6926  4.9477  2.0470
C  3.5512  0.3511  -1.4772
C  0.7682  2.2805  2.0088
C  -1.8796  -2.8834  3.1302
C  0.6902  2.3301  -3.3270
C  2.1290  -1.7234  1.3932
C  2.3411  0.5104  2.0875
C  -2.5407  -0.8406  -1.1300
C  4.2427  -0.9656  2.1573
C  -2.0723  -2.5145  4.4636
C  -2.7596  -5.0737  3.5795
C  -1.3253  -1.9364  2.1965
C  -2.9411  -4.6967  4.9067
C  -2.2206  -4.1659  2.6915
C  3.3567  0.2611  -3.9213
C  0.5500  -2.7525  -2.1230
C  -3.6535  1.6168  -1.4470
C  0.7992  4.5047  3.3254
C  -0.9040  0.6877  -4.2069
C  -1.1666  5.8740  2.9416
C  -2.6217  1.4283  -0.5227
C  -3.5408  -0.6931  -2.0471
C  3.6870  0.2707  2.3776
C  3.4397  -1.9952  1.6638
C  0.2686  3.5906  2.4389
C  0.9062  -2.0414  -4.4250
C  -0.9498  3.8095  1.8098
C  -2.5966  -3.4264  5.3563
C  -1.2362  2.6452  0.9648
C  -4.1099  0.5712  -2.2116
H  -0.1913  -3.4769  -2.4626
H  3.8240  -2.9922  1.5045
H  -3.0372  -6.0661  3.2547
H  -2.6465  5.1044  1.5612
H  -0.8356  1.0004  -5.2495
H  -4.0735  2.6095  -1.5205
H  1.5195  -3.2583  -2.0686
H  -0.0506  2.7998  -2.6737
H  4.1381  -0.4902  -4.0414
H  -1.6938  1.2736  -3.7280
H  -3.8806  -1.5491  -2.6122
H  0.2687  -2.4266  -1.1249
H  1.8929  -2.5103  -4.4746
H  1.6732  2.4415  -2.8744
H  -1.1795  -0.3618  -4.1699
H  2.9815  0.3010  -0.5561
H  4.0031  1.3440  -1.5534
H  -1.7216  6.7764  3.1603
H  2.6491  0.1673  -4.7403
H  -2.7409  -3.1593  6.3935
H  -4.9112  0.7234  -2.9231
H  -2.0701  -4.4390  1.6552
H  -1.8047  -1.5196  4.7941
H  0.8847  -1.1914  -5.1034
H  5.2875  -1.1419  2.3788
H  4.2588  1.0926  2.7832
H  1.4673  -2.4980  1.0310
H  0.6920  2.8548  -4.2821
H  3.8184  1.2498  -3.9853
H  0.4387  6.3962  4.2607
H  0.1644  -2.7641  -4.7655
H  -2.0919  -1.8075  -0.9498
H  4.3557  -0.3862  -1.4366
H  1.7488  4.3263  3.8120

Forces on atoms 1 to 6 (eV/Å):
Re 0.1 -0.6 -0.2
Br 0.0 0.0 0.0
P 0.1 0.1 -0.6
O -0.4 -0.3 0.7
O 0.1 0.0 -0.2
O 0.2 0.5 -0.2

LUMO (alpha / beta) (eV): -6.2 / -7.2
Multiplicity: 4
Energy (eV): -132215.2900
Orbital gap (alpha / beta) (eV): 7.4155 / 6.4521
Max |F| (eV/Å): 0.8
Total charge: +2
Relative energy (zero: lowest compared OMol25 entry of this formula, charge and spin) (kcal per mole): 2.4

Record 2
A 7-piece molecular cluster, C5H23NO7 overall in a non-equilibrium geometry, computed with ωB97M-V with the def2-TZVPD basis set.

CARTESIAN COORDINATES (ANGSTROEM)
O  1.4278  1.5295  3.4480
O  -2.6654  -0.0027  -1.7437
O  0.3382  1.2029  -3.5534
O  -1.5554  1.6670  2.0170
O  -3.1095  2.3920  -2.6350
O  0.7519  -1.3571  -2.6007
O  0.0659  -0.7553  3.3017
N  0.5629  -1.7832  -0.3632
C  -0.1001  -2.6350  0.6240
C  2.5807  -0.4270  -0.1931
C  0.3875  0.7904  -0.2050
C  0.5194  -2.1288  -1.6803
C  1.0564  -0.5194  0.1967
H  -0.4862  -3.5911  0.2372
H  1.0798  1.7839  -3.6897
H  -2.4302  1.2676  1.9406
H  0.6462  -2.8667  1.3993
H  -1.7799  0.0375  -2.0950
H  -2.2255  1.9940  -2.7057
H  -1.6423  2.4161  2.6168
H  0.4705  -3.2093  -1.8389
H  0.8400  1.6267  0.3330
H  2.5427  -0.3519  -1.2909
H  -3.3365  0.6534  -1.9379
H  0.4104  1.0796  -1.2539
H  0.9031  -0.5543  1.2584
H  2.9702  0.4376  0.3074
H  3.0005  -1.3860  0.1628
H  1.3387  0.6270  3.1427
H  2.2479  1.6273  3.9514
H  -0.8631  -2.0812  1.2293
H  -0.6255  -0.1046  3.1094
H  0.4343  0.2432  -3.4612
H  -0.7032  0.6879  -0.0813
H  -0.2122  -1.3403  4.0105
H  -2.8400  3.0304  -1.9575

Forces on atoms 1 to 6 (eV/Å):
O 0.3 1.1 0.1
O -0.5 -2.1 1.5
O -2.0 0.6 0.0
O -0.1 -0.3 0.2
O 1.0 0.7 0.4
O -0.2 -0.2 -0.1

LUMO (eV): 0.2
Multiplicity: 1
Energy (eV): -21380.1295
SMILES string: CC(C)N(C)C=O.O.O.O.O.O.O
Orbital gap (eV): 9.3913
Max |F| (eV/Å): 2.7
Total charge: 0
Relative energy (zero: lowest compared OMol25 entry of this formula, charge and spin) (kcal per mole): 41.9

> Among the records above, which one has the lowest max |F|?

C31H34BrN8O3PRe

> Among the records above, which one has the highest total charge?

C31H34BrN8O3PRe